No. 1
{"formula": "C5H12", "method": "the ωB97M-V functional and the def2-TZVPD basis", "homo_lumo_gap_ev": 10.61, "smiles": "C=CC.CC", "total_energy_ev": -5378.3676, "molar_mass_g_mol": 72.15, "symbols": ["C", "C", "C", "H", "H", "H", "H", "H", "H", "C", "C", "H", "H", "H", "H", "H", "H"], "xyz": [[1.5907, 1.0834, 0.9439], [2.2602, -0.0684, 1.0136], [2.0968, -1.1359, -0.0358], [1.6747, 1.7879, 1.7577], [1.2637, 1.3169, -0.0602], [3.0924, -0.1896, 1.7008], [1.4821, -1.9666, 0.2987], [1.5367, -0.6958, -0.8667], [3.0798, -1.4494, -0.3737], [-2.3926, -0.2477, 0.0438], [-2.1302, 0.6162, -1.1791], [-3.1819, -0.9928, -0.0889], [-2.6878, 0.2945, 0.9353], [-1.5121, -0.8272, 0.3429], [-2.9825, 1.2541, -1.3948], [-1.2601, 1.2447, -0.9997], [-1.9299, -0.0243, -2.0377]]}

***

No. 2
{"formula": "C5H12", "method": "the ωB97M-V functional and the def2-TZVPD basis", "homo_lumo_gap_ev": 10.16, "smiles": "C=CC.CC", "total_energy_ev": -5377.0366, "molar_mass_g_mol": 72.15, "symbols": ["C", "C", "C", "H", "H", "H", "H", "H", "H", "C", "C", "H", "H", "H", "H", "H", "H"], "xyz": [[2.1792, -0.9906, 1.4476], [0.8164, -0.8166, 1.4954], [-0.1814, -1.9471, 1.8175], [2.9906, -0.2784, 1.8664], [2.6820, -1.9232, 0.9754], [0.3806, 0.2521, 1.5311], [-1.0592, -2.1831, 1.2749], [-0.3584, -1.9689, 2.8441], [0.4902, -2.8414, 1.7909], [-0.5101, 1.4088, -1.2442], [-1.4530, 1.7493, -2.4490], [-0.7824, 1.9708, -0.3170], [-0.5357, 0.2993, -1.1906], [0.5615, 1.7475, -1.4866], [-2.4826, 1.7941, -2.1016], [-1.5307, 1.0565, -3.4052], [-1.2071, 2.6711, -2.8490]]}

***

No. 3
{"formula": "C5H12AlO3", "method": "the ωB97M-V functional and the def2-TZVPD basis", "total_charge": 2, "homo_lumo_gap_ev": [5.10, 1.64], "spin_multiplicity": 2, "total_energy_ev": -18096.4713, "molar_mass_g_mol": 147.13, "symbols": ["C", "C", "O", "Al", "H", "H", "H", "H", "O", "H", "C", "O", "C", "C", "H", "H", "H", "H", "H", "H", "H"], "xyz": [[-2.6085, -1.2445, 1.6918], [-1.7279, -1.8257, 0.6517], [-0.7079, -2.5522, 0.9764], [-0.2216, -4.0150, 0.4485], [-2.2253, -1.4429, 2.6989], [-3.6076, -1.6920, 1.5744], [-2.6999, -0.1629, 1.5303], [-2.1069, -1.9767, -0.3709], [-0.3245, -0.2146, 0.3485], [0.2850, -1.1262, 0.6947], [2.3659, 2.8642, -0.4846], [1.2039, 2.0783, -0.4104], [1.3193, 0.8521, -1.0837], [0.0179, 0.0910, -0.9926], [2.1779, 3.7928, 0.0672], [3.2293, 2.3450, -0.0338], [2.6135, 3.1119, -1.5316], [2.1409, 0.2512, -0.6493], [1.5574, 1.0149, -2.1517], [0.1152, -0.8481, -1.5617], [-0.7964, 0.6997, -1.4120]]}

***

No. 4
{"formula": "C5H12BrN", "method": "the ωB97M-V functional and the def2-TZVPD basis", "homo_lumo_gap_ev": [9.01, 8.11], "total_energy_ev": -76906.5983, "molar_mass_g_mol": 166.06, "symbols": ["C", "C", "C", "C", "C", "N", "Br", "H", "H", "H", "H", "H", "H", "H", "H", "H", "H", "H", "H"], "xyz": [[0.8842, -0.1084, 0.7412], [-0.5844, -2.0794, 0.2316], [0.2002, -0.6876, -1.5518], [-0.9355, 2.3248, 1.2643], [-0.2830, -0.6119, -0.1576], [-1.4470, 0.0477, 0.2840], [-2.6932, 0.6272, -0.9121], [0.7835, 0.0293, 1.7615], [1.6827, -0.7758, 0.5434], [1.1708, 0.8784, 0.2531], [0.4297, -2.5213, 0.2731], [-0.9633, -2.6669, -0.5876], [-1.2661, -2.2679, 0.9337], [0.9830, -0.0879, -1.6687], [0.6371, -1.6610, -1.6487], [-0.5343, -0.5779, -2.3621], [-1.8158, 2.9379, 0.9830], [-0.9049, 2.0982, 2.3659], [-0.1129, 2.5163, 0.6978]]}

***

No. 5
{"formula": "C5H12BrN2", "method": "the ωB97M-V functional and the def2-TZVPD basis", "total_charge": 1, "homo_lumo_gap_ev": [8.38, 8.38], "total_energy_ev": -78392.5446, "molar_mass_g_mol": 180.07, "symbols": ["C", "C", "C", "C", "C", "N", "N", "Br", "H", "H", "H", "H", "H", "H", "H", "H", "H", "H", "H", "H"], "xyz": [[-0.9325, 0.3002, -0.5758], [-0.8485, 0.8934, 1.7493], [0.3789, -0.4488, -0.2547], [1.6029, 0.4507, -0.4813], [0.4688, -1.6862, -1.1521], [0.3903, -0.7541, 1.1624], [-1.0303, 1.4141, 0.4157], [-0.4380, -2.2648, 1.7658], [-0.9544, 0.6871, -1.5953], [-1.7785, -0.3749, -0.4251], [-1.6933, 0.3794, 2.1753], [-0.1987, 1.4278, 2.4161], [2.5017, -0.1468, -0.3616], [1.6607, 1.2505, 0.2528], [1.6020, 0.8654, -1.4852], [0.6188, -1.3838, -2.1843], [-0.4351, -2.2864, -1.0904], [1.3116, -2.2990, -0.8461], [-0.2852, 2.0922, 0.2018], [-1.9413, 1.8840, 0.3128]]}

***

No. 6
{"formula": "C5H12BrN2", "method": "the ωB97M-V functional and the def2-TZVPD basis", "total_charge": 1, "homo_lumo_gap_ev": 9.98, "smiles": "C/C(=[NH+]/CBr)N(C)C", "total_energy_ev": -78394.5602, "molar_mass_g_mol": 180.07, "symbols": ["C", "C", "N", "C", "Br", "N", "C", "C", "H", "H", "H", "H", "H", "H", "H", "H", "H", "H", "H", "H"], "xyz": [[-0.7173, -1.9265, -0.5198], [-0.0504, -0.7031, -0.0104], [0.9843, -0.8560, 0.8275], [2.1005, 0.0097, 1.2397], [3.2325, 0.6350, -0.4895], [-0.6700, 0.4127, -0.2819], [-1.7612, 0.6771, -1.1331], [-0.2153, 1.6566, 0.3933], [-0.3760, -2.9373, -0.1912], [-0.6812, -1.9796, -1.5936], [-1.8330, -1.7965, -0.4556], [1.2955, -1.8674, 0.9468], [1.9081, 0.9151, 1.8034], [2.8251, -0.5595, 1.8745], [-1.9297, 1.7592, -1.1435], [-1.4717, 0.3306, -2.1546], [-2.5793, 0.1184, -0.8848], [-0.1464, 1.6048, 1.5762], [0.8023, 1.9210, 0.2437], [-0.7168, 2.5856, -0.0472]]}

***

No. 7
{"formula": "C5H12CaO3", "method": "the ωB97M-V functional and the def2-TZVPD basis", "total_charge": 1, "homo_lumo_gap_ev": [6.37, 8.51], "spin_multiplicity": 2, "total_energy_ev": -29950.9347, "molar_mass_g_mol": 160.23, "symbols": ["C", "C", "O", "Ca", "H", "H", "H", "H", "O", "H", "C", "O", "C", "C", "H", "H", "H", "H", "H", "H", "H"], "xyz": [[4.6825, -2.1027, 2.6957], [3.4558, -1.4540, 3.2417], [2.3531, -2.2436, 3.4485], [1.2416, -2.7316, 5.3036], [4.4530, -2.8352, 1.9122], [5.2538, -2.5566, 3.5168], [5.3196, -1.3343, 2.2401], [3.5588, -0.7139, 4.0487], [2.6798, -0.6645, 1.8944], [1.7673, -1.7717, 2.3742], [2.8622, 2.5482, -0.8222], [3.0204, 1.7973, 0.3551], [1.8036, 1.3500, 0.8931], [2.0533, 0.5786, 2.1634], [3.8586, 2.8564, -1.1599], [2.3803, 1.9514, -1.6158], [2.2503, 3.4492, -0.6416], [1.2696, 0.7144, 0.1622], [1.1425, 2.2046, 1.1290], [1.0931, 0.4103, 2.6767], [2.6753, 1.1585, 2.8620]]}

***

No. 8
{"formula": "C5H12Cl2Si2", "method": "the ωB97M-V functional and the def2-TZVPD basis", "homo_lumo_gap_ev": 9.30, "smiles": "C=C[Si@@](C)(Cl)[Si](C)(C)Cl", "total_energy_ev": -46181.6524, "molar_mass_g_mol": 199.23, "symbols": ["C", "C", "Si", "C", "Cl", "Si", "C", "C", "Cl", "H", "H", "H", "H", "H", "H", "H", "H", "H", "H", "H", "H"], "xyz": [[2.0166, -1.1701, -0.1637], [2.0874, 0.1062, -0.4602], [0.9547, 1.3621, 0.3608], [1.5361, 1.4888, 2.2995], [1.1550, 3.1175, -0.5926], [-1.5462, 0.5995, -0.2227], [-1.8147, 0.7476, -2.1141], [-1.5794, -1.1575, 0.3320], [-3.1301, 1.5766, 0.6672], [2.7535, -2.0013, -0.5998], [1.2782, -1.6287, 0.4711], [2.8215, 0.4941, -1.2271], [1.7720, 2.5948, 2.4300], [0.6531, 1.0577, 2.8741], [2.3945, 0.8759, 2.3544], [-2.1838, 1.8298, -2.1193], [-0.8677, 0.6729, -2.6669], [-2.5576, -0.0416, -2.3863], [-0.8249, -1.3423, 1.1447], [-2.5156, -1.4432, 0.7631], [-1.4710, -1.8771, -0.5450]]}